Entry 1:
102
Properties=species:S:1:pos:R:3 method="wB97M-V/def2-TZVPD" de_lowest_kcal_mol=0.00 e_lumo_ev="-1.01 / -1.01" e_homo_ev="-6.6 / -6.6"
Pb -0.062 -0.269 0.042
C 0.474 7.350 -1.411
C 1.724 6.844 -1.079
C 1.864 5.508 -0.725
C 0.760 4.661 -0.699
C -0.491 5.181 -1.025
C -0.635 6.515 -1.381
C 0.886 3.216 -0.329
C 1.493 2.359 -1.259
C 2.187 2.786 -2.457
C 2.704 1.674 -3.028
C 2.305 0.549 -2.203
C 2.649 -0.786 -2.449
C 3.425 -1.055 -3.699
C 4.774 -1.397 -3.643
C 5.491 -1.639 -4.807
C 4.866 -1.541 -6.044
C 3.522 -1.200 -6.109
C 2.808 -0.959 -4.943
C 2.374 -1.883 -1.614
N 1.675 -1.842 -0.450
C 1.627 -3.109 0.047
C 1.058 -3.485 1.271
C 0.983 -4.941 1.598
C 2.126 -5.669 1.911
C 2.038 -7.019 2.226
C 0.802 -7.652 2.232
C -0.344 -6.929 1.926
C -0.255 -5.579 1.611
C 0.584 -2.608 2.251
C 0.235 -2.994 3.599
C -0.100 -1.856 4.260
C 0.033 -0.767 3.316
N 0.449 -1.263 2.123
C -0.236 0.585 3.603
C -0.035 1.664 2.739
C -0.191 3.059 3.098
C 0.093 3.786 1.995
C 0.441 2.848 0.947
N 0.348 1.582 1.436
C -0.781 0.897 4.960
C 0.025 0.828 6.092
C -0.495 1.116 7.348
C -1.827 1.481 7.483
C -2.637 1.562 6.357
C -2.115 1.270 5.103
C 2.305 -4.004 -0.865
C 2.777 -3.247 -1.881
N 1.569 1.010 -1.154
H 0.365 8.391 -1.687
H 2.592 7.490 -1.092
H 2.838 5.114 -0.461
H -1.356 4.528 -1.001
H -1.615 6.899 -1.636
H 2.291 3.805 -2.794
H 3.316 1.614 -3.913
H 5.261 -1.467 -2.678
H 6.540 -1.900 -4.748
H 5.424 -1.731 -6.952
H 3.026 -1.125 -7.068
H 1.758 -0.695 -4.990
H 3.088 -5.170 1.914
H 2.935 -7.573 2.471
H 0.733 -8.704 2.476
H -1.310 -7.416 1.930
H -1.146 -5.005 1.376
H 0.280 -3.998 3.991
H -0.375 -1.754 5.299
H -0.458 3.423 4.077
H 0.103 4.860 1.897
H 1.066 0.548 5.983
H 0.144 1.059 8.220
H -2.231 1.709 8.461
H -3.674 1.857 6.454
H -2.737 1.341 4.217
H 2.414 -5.069 -0.734
H 3.343 -3.577 -2.737
O -4.283 2.266 0.018
C -3.622 2.258 -0.974
O -2.780 1.197 -1.262
C -3.516 3.267 -2.044
C -4.200 4.475 -2.093
C -3.971 5.320 -3.161
C -3.066 4.949 -4.165
C -2.385 3.747 -4.120
C -2.628 2.907 -3.036
S -1.890 1.375 -2.674
H -4.890 4.730 -1.298
H -4.488 6.267 -3.226
H -2.890 5.622 -4.995
H -1.678 3.479 -4.894
S -2.933 -2.199 0.925
C -3.720 -2.044 2.368
N -3.167 -2.190 3.579
C -3.940 -1.772 4.737
C -5.403 -1.880 4.312
S -5.402 -1.591 2.521
H -2.161 -2.307 3.622
H -3.686 -0.749 5.023
H -3.727 -2.426 5.582
H -6.016 -1.124 4.798
H -5.813 -2.866 4.524

***

Entry 2:
22
Properties=species:S:1:pos:R:3 method="wB97M-V/def2-TZVPD" de_lowest_kcal_mol=140.61 e_lumo_ev=-3.76 e_homo_ev=-8.9
C 1.379 1.375 0.652
N 1.691 1.558 -0.766
C -1.506 0.678 -1.526
N -2.612 -0.219 -0.907
C 1.557 -0.072 1.025
C 0.482 -1.075 0.674
S -1.096 -0.772 1.487
H 0.391 1.776 0.885
H 2.013 2.044 1.258
H 1.397 0.602 -1.122
H -0.870 0.001 -2.099
H -0.922 1.006 -0.681
H -2.579 -0.066 0.119
H -2.039 1.403 -2.133
H 1.617 -0.193 2.118
H 2.486 -0.418 0.553
H 0.708 -2.082 1.025
H 0.288 -1.158 -0.427
H -2.278 -1.186 -0.941
H 2.700 1.480 -0.891
H 1.199 -1.470 -2.408
O 1.143 -0.891 -1.647

***

Entry 3:
9
Properties=species:S:1:pos:R:3 method="wB97M-V/def2-TZVPD" de_lowest_kcal_mol=69.89 e_lumo_ev="-0.08 / -0.08" smiles="FC(F)=CC1=C(Cl)O1" e_homo_ev="-7.8 / -7.8"
C 0.823 -0.109 0.015
C -1.725 -0.827 -0.172
C -0.438 -0.584 -0.221
C 1.222 1.136 0.032
O -0.891 -1.905 0.318
F 2.458 1.623 -0.038
F 0.338 2.098 -0.159
Cl -3.278 -0.470 -0.094
H 1.493 -0.962 0.319

***

Entry 4:
23
Properties=species:S:1:pos:R:3 method="wB97M-V/def2-TZVPD" de_lowest_kcal_mol=78.66 e_lumo_ev=0.21 smiles="O=c1cc[nH]c(=O)[nH]1.c1ccncc1" e_homo_ev=-9.6
C 0.056 4.789 -0.842
C 0.838 4.844 0.371
C 1.056 3.743 1.182
C 0.559 2.516 0.645
C -0.094 2.597 -0.644
C -0.016 -4.546 -0.744
C -1.038 -3.561 -1.394
C -1.528 -2.606 -0.487
C 0.186 -3.114 1.297
H -0.133 5.795 -1.291
H 1.534 5.761 0.475
H 1.554 3.856 2.107
H 0.736 1.607 1.116
H -0.389 1.647 -1.252
H 1.129 -4.966 0.712
H -1.820 -4.165 -1.994
H -2.430 -1.923 -0.767
H -0.635 -1.154 0.924
N -0.442 3.695 -1.377
N 0.360 -4.357 0.527
N -0.690 -2.228 0.585
O 0.373 -5.460 -1.395
O 0.836 -2.769 2.245

***

Entry 5:
89
Properties=species:S:1:pos:R:3 method="wB97M-V/def2-TZVPD" de_lowest_kcal_mol=0.00 charge=-1 e_lumo_ev=0.75 e_homo_ev=-1.0
C 0.399 -0.736 4.371
C 0.267 -0.364 3.245
N 0.150 0.102 1.924
C 0.418 1.589 2.128
C 1.361 -0.371 1.096
C 2.504 -1.040 1.825
C 3.645 -1.292 0.824
C 4.508 -2.488 1.283
O 4.350 -0.068 0.766
C 5.471 -0.055 -0.101
C 5.108 -0.393 -1.535
C 4.489 0.575 -2.313
C 4.111 0.259 -3.607
C 4.359 -1.009 -4.090
C 4.988 -1.973 -3.329
C 5.367 -1.659 -2.029
C 0.819 -1.008 -0.186
C 0.909 -2.553 -0.295
C 1.033 -2.980 -1.742
F -0.216 -2.937 -2.338
C -0.698 -0.589 -0.211
C -0.980 0.408 -1.354
C -0.058 1.632 -1.479
C -0.255 2.268 -2.883
C -1.160 3.519 -2.863
C -0.476 4.773 -3.467
C -1.188 -0.226 1.247
C -2.123 0.975 1.259
C -3.582 0.672 0.887
O -4.368 0.766 2.059
C -4.152 1.672 -0.164
F -5.390 1.919 0.164
F -3.459 2.851 -0.172
F -4.123 1.134 -1.402
C -1.794 -1.581 1.703
C -2.682 -1.572 2.950
O -3.938 -2.013 2.507
C -2.200 -2.480 4.131
F -3.084 -3.450 4.391
F -1.026 -3.101 3.924
F -2.126 -1.752 5.267
H 0.542 -0.777 5.422
H 1.393 1.702 2.583
H -0.297 2.011 2.824
H 0.366 2.124 1.188
H 1.828 0.538 0.723
H 2.933 -0.410 2.598
H 2.219 -2.003 2.236
H 3.215 -1.572 -0.135
H 4.652 -3.161 0.443
H 5.468 -2.171 1.674
H 4.016 -3.070 2.058
H 5.825 0.974 -0.096
H 6.308 -0.661 0.247
H 4.320 1.549 -1.878
H 3.607 1.008 -4.199
H 4.045 -1.268 -5.092
H 5.176 -2.973 -3.687
H 5.862 -2.391 -1.411
H 1.358 -0.653 -1.057
H 1.786 -2.959 0.212
H 0.049 -3.054 0.140
H 1.717 -2.335 -2.298
H 1.425 -3.992 -1.830
H -1.146 -1.497 -0.587
H -2.003 0.777 -1.345
H -0.878 -0.165 -2.273
H 1.001 1.395 -1.377
H -0.387 2.402 -0.784
H -0.761 1.552 -3.527
H 0.699 2.491 -3.357
H -2.045 3.350 -3.468
H -1.520 3.745 -1.863
H -0.741 5.647 -2.876
H 0.604 4.648 -3.465
H -0.822 4.961 -4.477
H -2.144 1.318 2.294
H -1.714 1.799 0.685
H -3.769 -0.331 0.519
H -4.232 1.627 2.469
H -2.437 -1.922 0.905
H -0.960 -2.281 1.748
H -2.770 -0.562 3.346
H -4.618 -1.629 3.075
O -7.964 2.553 1.424
S -8.480 1.760 0.258
O -9.965 1.713 0.296
O -7.921 0.369 0.338
O -8.017 2.399 -1.012

***

Entry 6:
80
Properties=species:S:1:pos:R:3 method="wB97M-V/def2-TZVPD" multiplicity=4 de_lowest_kcal_mol=0.00 charge=+1 e_lumo_ev="-3.73 / -4.03" e_homo_ev="-10.0 / -10.4"
Re -0.585 0.415 -0.267
O 0.637 -2.081 -3.326
C 0.472 -1.238 -2.466
N -0.662 -0.955 -1.766
C -1.971 -1.263 -2.246
C -2.267 -1.999 -3.383
C -3.596 -2.111 -3.779
C -4.605 -1.494 -3.056
C -4.315 -0.759 -1.913
C -2.995 -0.654 -1.504
N -2.547 -0.024 -0.316
C -3.345 0.118 0.781
O -4.531 0.375 0.800
C -2.594 -0.197 2.049
C -3.261 -0.182 3.258
C -2.602 -0.653 4.382
C -1.308 -1.125 4.235
C -0.707 -1.070 2.988
N -1.325 -0.611 1.901
C 1.589 -0.258 -2.159
C 2.731 -0.219 -2.937
C 3.670 0.769 -2.684
C 3.446 1.673 -1.657
C 2.281 1.571 -0.918
N 1.375 0.626 -1.176
H -1.479 -2.480 -3.940
H -3.834 -2.686 -4.662
H -5.633 -1.581 -3.379
H -5.094 -0.274 -1.347
H -4.282 0.169 3.282
H -3.092 -0.666 5.345
H -0.760 -1.524 5.077
H 0.316 -1.375 2.844
H 2.840 -0.948 -3.729
H 4.566 0.835 -3.286
H 4.153 2.459 -1.434
H 2.042 2.255 -0.113
N -6.134 8.874 1.022
C -5.434 7.982 0.842
C -4.556 6.861 0.619
C -4.918 5.599 1.081
C -4.065 4.527 0.879
C -2.861 4.714 0.208
C -2.508 5.975 -0.260
C -3.352 7.052 -0.051
C -1.962 3.543 0.016
C -1.276 3.091 1.148
C -1.145 3.742 2.390
C -0.229 3.019 3.135
C 0.158 1.936 2.341
N -0.461 1.962 1.150
C -1.839 3.015 -1.261
C -2.366 3.553 -2.457
C -1.922 2.773 -3.499
C -1.162 1.747 -2.927
N -1.089 1.876 -1.593
H -5.860 5.463 1.591
H -4.342 3.540 1.228
H -1.568 6.114 -0.779
H -3.083 8.038 -0.403
H -1.643 4.655 2.669
H 0.128 3.236 4.127
H 0.837 1.129 2.574
H -2.980 4.435 -2.517
H -2.121 2.895 -4.549
H -0.706 0.911 -3.429
C 3.956 -1.542 0.282
P 2.406 -2.016 1.046
C 1.872 -3.520 0.234
C 2.846 -2.454 2.730
O 1.348 -0.945 0.974
H 4.698 -2.332 0.396
H 4.331 -0.633 0.753
H 3.801 -1.358 -0.779
H 2.596 -4.325 0.363
H 1.740 -3.330 -0.833
H 0.912 -3.831 0.647
H 3.618 -3.223 2.724
H 1.985 -2.834 3.280
H 3.232 -1.573 3.245

***

Entry 7:
62
Properties=species:S:1:pos:R:3 method="wB97M-V/def2-TZVPD" charge=+1 e_lumo_ev=-3.67 e_homo_ev=-12.4
C -1.226 0.932 -2.992
C -1.495 -0.155 -1.951
C -0.408 -0.347 -0.898
N 0.323 0.917 -0.586
C 1.515 0.775 0.073
N 1.651 0.240 1.242
C 0.644 -0.308 2.175
C 0.487 -1.833 1.984
C -0.684 0.467 2.219
C -0.994 0.993 3.638
C 3.050 0.185 1.693
C 3.823 0.470 0.396
P 4.353 -1.141 -0.342
O 5.570 -1.008 -1.167
C 2.837 1.275 -0.490
C 3.002 2.791 -0.198
N 2.999 3.087 1.242
C 3.035 0.981 -2.008
C 3.093 2.186 -2.929
N 2.151 2.964 -3.251
H -1.875 0.774 -3.848
H -1.467 1.917 -2.597
H -0.205 0.912 -3.369
H -2.460 0.016 -1.481
H -1.598 -1.102 -2.479
H 0.287 -1.143 -1.174
H -0.879 -0.671 0.027
H 0.528 1.427 -1.436
H 1.103 -0.184 3.153
H 1.231 -2.209 1.283
H -0.482 -2.056 1.544
H 0.563 -2.349 2.933
H -1.494 -0.201 1.939
H -0.663 1.330 1.562
H -0.699 2.036 3.734
H -2.064 0.960 3.823
H -0.495 0.419 4.414
H 3.204 0.979 2.413
H 3.270 -0.778 2.147
H 4.780 0.947 0.593
H 3.245 -1.631 -1.071
H 4.517 -2.010 0.753
H 3.949 3.107 -0.628
H 2.200 3.353 -0.670
H 3.817 3.621 1.497
H 2.218 3.683 1.477
H 2.229 0.333 -2.358
H 3.960 0.428 -2.154
H 4.067 2.401 -3.363
H 1.268 2.691 -2.815
C -5.835 -1.655 -1.214
C -4.889 -1.256 -0.368
C -4.462 -2.109 0.766
O -3.596 -1.742 1.538
C -5.127 -3.423 0.929
C -6.073 -3.826 0.085
C -6.502 -2.975 -1.055
O -7.358 -3.338 -1.826
H -6.167 -1.049 -2.047
H -4.395 -0.296 -0.460
H -4.800 -4.025 1.767
H -6.573 -4.781 0.184

***

Entry 8:
63
Properties=species:S:1:pos:R:3 method="wB97M-V/def2-TZVPD" multiplicity=3 de_lowest_kcal_mol=10.00 charge=+2 e_lumo_ev="-6.44 / -7.11" e_homo_ev="-14.3 / -14.8"
Ni -0.327 1.270 0.894
C -0.625 2.674 -1.705
N -1.342 2.582 -0.427
C -1.385 3.923 0.176
C -2.721 2.064 -0.635
C -2.882 0.646 -0.079
N -2.289 0.535 1.265
C -2.306 -0.852 1.724
C -3.005 1.358 2.242
H -1.193 3.271 -2.425
H -0.458 1.683 -2.122
H 0.346 3.146 -1.564
H -1.919 4.620 -0.478
H -0.374 4.308 0.315
H -1.889 3.902 1.143
H -2.971 2.054 -1.698
H -3.431 2.733 -0.148
H -2.379 -0.070 -0.734
H -3.947 0.387 -0.047
H -3.319 -1.262 1.668
H -1.976 -0.904 2.761
H -1.653 -1.474 1.110
H -4.028 0.991 2.365
H -3.055 2.396 1.932
H -2.506 1.315 3.209
O -0.051 1.725 3.225
N 0.715 0.790 2.484
C 1.013 -0.308 3.073
C 1.700 -1.381 2.401
C 2.431 -2.279 3.195
C 3.153 -3.302 2.614
C 3.159 -3.450 1.234
C 2.430 -2.581 0.436
C 1.689 -1.548 1.000
P 0.717 -0.505 -0.153
C 2.016 0.257 -1.169
C 2.342 -0.147 -2.462
C 3.372 0.489 -3.135
C 4.081 1.517 -2.529
C 3.751 1.930 -1.244
C 2.711 1.315 -0.573
C -0.235 -1.674 -1.159
C -0.594 -2.941 -0.692
C -1.490 -3.716 -1.407
C -2.057 -3.228 -2.575
C -1.694 -1.977 -3.055
C -0.798 -1.201 -2.348
H 0.508 2.492 3.425
H 0.780 -0.432 4.130
H 2.451 -2.143 4.268
H 3.710 -3.984 3.236
H 3.719 -4.249 0.774
H 2.434 -2.701 -0.637
H 1.803 -0.953 -2.939
H 3.629 0.177 -4.138
H 4.889 2.001 -3.057
H 4.307 2.729 -0.775
H 2.421 1.646 0.423
H -0.173 -3.323 0.226
H -1.766 -4.695 -1.044
H -2.790 -3.816 -3.102
H -2.119 -1.608 -3.974
H -0.528 -0.223 -2.716